Entry 1:
Density functional theory data (wB97M-V/def2-TZVPD) for a 2-piece molecular cluster, C2H4ClO3S overall.

Structure (XYZ):
```
11
Properties=species:S:1:pos:R:3:forces:R:3:mulliken_charge:R:1
O 0.96485 -0.09351 -1.06034 -0.8 -0.1 -0.2 -0.59
O -0.40813 -0.90757 -2.99258 0.8 0.5 0.5 -0.61
H -1.59765 -0.90106 2.11301 0.3 0.7 -0.3 0.33
H -0.51249 0.89724 0.44765 -0.3 -0.9 -2.0 0.29
H 1.61131 0.20660 -3.10027 -0.5 0.4 -0.6 0.00
O 1.82960 -1.83993 -2.52504 -0.6 -0.1 0.0 -0.64
C -0.60280 0.99095 1.47460 -1.1 -2.0 1.6 -0.62
S 0.91429 -0.70361 -2.39285 1.0 -0.6 0.2 0.84
C -1.13158 0.07105 2.32960 0.9 1.3 -3.7 0.01
Cl -0.97120 0.40736 3.93139 0.0 0.2 3.3 -0.22
H -0.09621 1.87248 1.77482 0.2 0.6 1.1 0.20
```
Forces are in eV/Å.

Properties
* strongest force on any atom: 4.053 eV/A
* E: -1162.7331 a.u.
* E_LUMO: 3.11 eV
* Kohn-Sham gap: 8.13 eV
* total charge: -1
* HOMO level: -5.02 eV

Entry 2:
Density functional theory data (wB97M-V/def2-TZVPD) for one molecule with the formula C2H4ClOP.

Structure (XYZ):
```
9
Properties=species:S:1:pos:R:3:forces:R:3:mulliken_charge:R:1
H 0.05897 -1.70092 -0.02336 0.8 0.0 -0.4 0.21
P -1.42445 1.22907 -0.49028 -0.1 0.3 -0.3 -0.01
O -0.65474 0.06542 0.34332 -1.7 1.4 0.5 -0.22
C -2.19518 2.14928 0.64539 0.2 -0.5 2.3 -0.05
C 0.31903 -0.67123 -0.29650 3.5 0.1 2.1 -0.56
H 0.41599 -0.52090 -1.37093 -0.2 0.1 0.0 0.34
H -2.23192 2.07637 1.77986 0.5 -0.4 -1.7 0.29
H 1.37231 -0.29129 0.26917 -2.4 -1.5 -1.8 0.17
Cl -3.16558 3.47161 0.19162 -0.5 0.7 -0.6 -0.16
```
Forces are in eV/Å.

Properties
* strongest force on any atom: 4.046 eV/A
* E: -955.3319 a.u.
* SMILES: CO/P=C/Cl
* E_LUMO: 0.42 eV
* Kohn-Sham gap: 9.13 eV
* total charge: 0
* HOMO level: -8.71 eV

Entry 3:
Density functional theory data (wB97M-V/def2-TZVPD) for C2H4CoLiO4 as an isolated structure.

Structure (XYZ):
```
12
Properties=species:S:1:pos:R:3:forces:R:3:lowdin_spin:R:1
H 1.48431 -2.01979 1.08754 0.6 -0.2 0.0 0.08
O -0.75222 0.35068 -0.12253 0.1 1.0 -0.8 0.02
O -1.83930 1.46944 -0.66336 -0.3 -0.9 0.8 0.03
O 2.96543 -1.36707 -0.10037 0.0 0.1 0.1 0.70
Li -1.71246 1.66160 -3.32351 -0.4 -0.3 -1.2 0.00
C 2.54414 -2.11007 0.72108 0.1 -0.6 -0.1 0.14
H 3.17087 -2.97193 1.08066 0.2 -0.1 0.2 0.08
H -2.24266 0.02368 1.20100 0.0 -0.2 0.2 0.00
C -1.22374 -0.21325 0.85246 -0.8 -0.3 0.8 0.00
O -1.23674 2.28678 -1.49223 0.7 0.3 0.0 0.12
Co -0.58610 3.82203 -0.61045 0.1 1.0 0.2 2.83
H -0.57154 -0.93210 1.36971 -0.3 0.0 -0.1 0.00
```
Forces are in eV/Å.

Properties
* strongest force on any atom: 1.290 eV/A
* 2S+1: 5
* E: -1767.6338 a.u.
* E_LUMO (spin up / spin down): -18.30 / -19.82 eV
* Kohn-Sham gap (spin up / spin down): 10.24 / 8.83 eV
* total charge: +4
* HOMO level (spin up / spin down): -28.54 / -28.65 eV

Entry 4:
Density functional theory data (wB97M-V/def2-TZVPD) for C2H4CuO2 as an isolated structure.

Structure (XYZ):
```
9
Properties=species:S:1:pos:R:3:forces:R:3:lowdin_spin:R:1
H -1.88703 -0.21060 -0.20937 -0.3 0.0 0.5 0.06
O -0.25684 0.72533 0.55520 0.1 1.2 1.6 0.68
H 1.87527 -0.66766 -0.87783 0.0 0.3 0.2 0.01
C 0.85208 -0.26143 -0.86549 0.2 -1.9 -2.7 0.01
H -1.10196 -1.02087 1.25557 -0.2 0.1 -0.1 0.06
H 0.64525 0.56588 -1.56574 -0.2 0.5 1.0 0.01
Cu 0.86970 2.38152 1.90910 -0.2 0.1 0.1 0.01
O -0.05604 -1.11947 -0.55154 0.6 -0.1 1.3 0.02
C -0.94043 -0.39270 0.35010 0.0 -0.2 -1.8 0.14
```
Forces are in eV/Å.

Properties
* strongest force on any atom: 3.313 eV/A
* 2S+1: 2
* E: -1868.6242 a.u.
* E_LUMO (spin up / spin down): -11.38 / -13.63 eV
* Kohn-Sham gap (spin up / spin down): 9.97 / 7.66 eV
* total charge: +2
* HOMO level (spin up / spin down): -21.35 / -21.28 eV

> Which of these has the highest strongest force on any atom?

C2H4ClO3S

> Among the records above, which one has the lowest total charge?

C2H4ClO3S

> The lowest E belongs to which entry?

C2H4CuO2

> What is the E in the second record?

-955.3319 a.u.